Model a:
Density functional theory data (ωB97M-V/def2-TZVPD) for the ion C4H7N2O2 with charge +1.

Computed properties:
Charge: +1
Spin multiplicity: 1
E_LUMO (alpha / beta), eV: -6.175 / -6.174

Element x y z (Å)
C  0.542  -0.710  -1.137
C  0.929  -0.858  1.532
C  -1.667  0.724  -0.931
C  -0.763  0.380  1.201
N  1.075  -1.064  0.050
N  -0.544  -0.114  -1.538
O  -0.384  -0.672  1.849
O  -1.804  0.300  0.401
H  1.233  -1.768  1.892
H  1.422  0.118  1.839
H  -1.237  1.730  -1.140
H  -2.542  0.276  -1.432
H  -0.229  1.269  1.036
H  1.962  -1.513  -0.032
H  -0.547  -0.011  -2.497

***

Model b:
Density functional theory data (ωB97M-V/def2-TZVPD) for a cluster of 3 separate species, C4H7N2O2 in total.

Computed properties:
Charge: +1
Spin multiplicity: 1
E_LUMO, eV: -4.200

Element x y z (Å)
C  0.219  2.598  0.313
C  0.969  -2.300  -0.169
C  2.051  -2.147  0.302
C  0.737  1.498  -0.072
N  -2.336  -0.766  -0.077
N  1.434  0.559  -0.570
O  -3.592  -1.003  0.157
O  -1.795  0.184  0.481
H  0.790  3.329  0.821
H  -0.833  2.708  0.088
H  0.022  -2.168  -0.661
H  3.094  -2.194  0.432
H  1.540  -0.514  -0.182
H  1.623  0.452  -1.507
H  -3.922  -0.237  0.644

***

Q: Which of them is the least stable? A: model b.

***

Model a:
Density functional theory data (ωB97M-V/def2-TZVPD) for the ion C4H7N2O2 with charge +1.

Computed properties:
Charge: +1
SMILES string: [NH2+]=C/C=C\N=C(O)O
Spin multiplicity: 1
E_LUMO, eV: -4.698

Element x y z (Å)
N  1.283  1.125  -0.830
C  2.062  0.265  -0.266
C  1.607  -0.877  0.409
C  0.289  -1.290  0.419
N  -0.778  -0.613  0.104
C  -1.925  -0.110  -0.013
O  -2.467  0.797  1.166
O  -2.738  -0.095  -1.007
H  0.321  0.982  -0.914
H  1.809  1.849  -1.513
H  3.090  0.519  -0.193
H  2.421  -1.701  0.659
H  0.135  -2.189  0.948
H  -1.658  0.892  1.843
H  -3.449  0.447  -0.811

***

Model b:
Density functional theory data (ωB97M-V/def2-TZVPD) for the ion C4H7N2O2 with charge +1.

Computed properties:
Charge: +1
SMILES string: O=C[C@]12[NH2+]CCN1O2
Spin multiplicity: 1
E_LUMO, eV: -4.426

Element x y z (Å)
O  -2.542  1.010  -0.214
C  -2.246  -0.169  -0.212
C  -0.807  -0.465  0.164
N  -0.047  0.753  0.616
C  1.278  0.703  0.004
C  1.397  -0.811  -0.485
N  0.023  -1.311  -0.551
O  -0.445  -1.611  0.764
H  -2.999  -0.867  -0.515
H  -0.125  0.996  1.673
H  -0.697  1.529  0.291
H  2.217  0.985  0.646
H  1.398  1.444  -0.822
H  1.737  -0.604  -1.507
H  1.856  -1.583  0.150

***

Q: Which of them is the least stable? A: model b.